Molecular formula: C13H28BNO7
Method: DFT, ωB97M-V with the def2-TZVPD basis set

XYZ file:
```
50
Properties=species:S:1:pos:R:3
C -0.285 3.924 -3.855
C -1.152 3.469 -2.703
N -2.259 2.627 -3.160
O -2.441 1.500 -2.323
C -3.156 1.839 -1.206
O -4.302 1.791 -1.188
O -2.359 2.135 -0.180
B -2.664 3.264 0.592
O -3.585 4.205 0.276
O -1.964 3.403 1.748
C -0.830 4.253 1.586
C 0.364 3.512 1.012
H 0.456 4.617 -3.482
H 0.241 3.087 -4.282
H -0.851 4.458 -4.602
H -0.565 2.860 -2.043
H -1.491 4.357 -2.170
H -3.130 3.140 -3.234
H -3.591 4.447 -0.659
H -0.560 4.678 2.535
H -1.056 5.081 0.915
H 0.475 2.547 1.471
H 1.249 4.081 1.279
H 0.324 3.426 -0.060
C 3.655 -1.008 1.514
C 2.525 -1.648 0.718
C 1.465 -0.559 0.751
O 2.168 0.690 0.807
C 3.549 0.449 1.088
H 4.635 -1.438 1.312
H 3.456 -1.102 2.585
H 2.849 -1.826 -0.311
H 2.171 -2.592 1.130
H 0.839 -0.641 1.645
H 0.818 -0.570 -0.127
H 4.124 0.638 0.175
H 3.887 1.142 1.860
C -0.385 -6.185 -0.133
C -0.351 -6.647 1.318
C 0.372 -5.492 1.995
O 0.040 -4.314 1.253
C -0.594 -4.686 0.025
H -1.163 -6.659 -0.729
H 0.578 -6.382 -0.610
H -1.369 -6.733 1.706
H 0.150 -7.603 1.464
H 1.458 -5.627 1.958
H 0.074 -5.358 3.035
H -1.658 -4.439 0.100
H -0.161 -4.109 -0.794
```

As for the LUMO energy: 0.4 eV. The total charge is 0. The calculation puts the HOMO energy at -0.3445 Ha. Its multiplicity is 1. The total energy comes out at -30434.454 eV. Its structure (SMILES) is CCNOC(=O)OB(O)OCC.C1CCOC1.C1CCOC1. As for the HOMO-LUMO gap: 9.8 eV.

The net atomic charges from natural (NBO), expressed in e, are: atom 1 (C): -0.603, atom 2 (C): -0.258, atom 3 (N): -0.317, atom 4 (O): -0.405, atom 5 (C): 0.978, atom 6 (O): -0.535, atom 7 (O): -0.696, atom 8 (B): 1.309, atom 9 (O): -0.888, atom 10 (O): -0.727, atom 11 (C): -0.060, atom 12 (C): -0.632, atom 13 (H): 0.209, atom 14 (H): 0.216, atom 15 (H): 0.206, atom 16 (H): 0.223, atom 17 (H): 0.157, atom 18 (H): 0.342, atom 19 (H): 0.491, atom 20 (H): 0.186, atom 21 (H): 0.158, atom 22 (H): 0.238, atom 23 (H): 0.210, atom 24 (H): 0.196, atom 25 (C): -0.430, atom 26 (C): -0.436, atom 27 (C): -0.067, atom 28 (O): -0.547, atom 29 (C): -0.065, atom 30 (H): 0.215, atom 31 (H): 0.201, atom 32 (H): 0.196, atom 33 (H): 0.235, atom 34 (H): 0.170, atom 35 (H): 0.185, atom 36 (H): 0.162, atom 37 (H): 0.181, atom 38 (C): -0.431, atom 39 (C): -0.431, atom 40 (C): -0.067, atom 41 (O): -0.543, atom 42 (C): -0.067, atom 43 (H): 0.219, atom 44 (H): 0.201, atom 45 (H): 0.203, atom 46 (H): 0.218, atom 47 (H): 0.163, atom 48 (H): 0.185, atom 49 (H): 0.167, atom 50 (H): 0.184